Entry from the Open Molecules 2025 dataset: one molecule with the formula C4H7NO2 in a non-equilibrium geometry (wB97M-V/def2-TZVPD).

Last columns: bonded neighbours and bond lengths (Å).
Geometry (Å):
1 C -0.3186 -0.5400 -0.0323  C2 1.525, C4 1.472, N5 1.256
2 C 0.6597 0.5766 -0.3824  C1 1.525, O6 1.420, H8 1.035, H9 1.119
3 C 2.8704 -0.0485 -0.5641  O6 1.349, O7 1.268
4 C -1.7149 -0.1011 0.1215  C1 1.472, H11 1.051, H12 1.052, H13 1.034
5 N -0.0736 -1.7712 0.0198  C1 1.256, H10 1.020
6 O 1.8874 0.3184 0.2836  C2 1.420, C3 1.349
7 O 3.9088 -0.2931 0.1218  C3 1.268, H14 0.945
8 H 0.9138 0.4537 -1.3786  C2 1.035
9 H 0.1083 1.5335 -0.2031  C2 1.119
10 H 0.8532 -1.9242 -0.3781  N5 1.020
11 H -2.2097 -0.9964 0.3610  C4 1.051
12 H -1.9734 0.4293 -0.7489  C4 1.052
13 H -1.7135 0.5388 0.9333  C4 1.034
14 H 3.6927 -0.4155 1.0332  O7 0.945

As for the molecular weight: 101.10 g/mol. The value obtained for the relative energy (zero: lowest compared OMol25 entry of this formula, charge and spin) is 85.6 kcal/mol. The charge is 0. The spin multiplicity is 1. The value obtained for the largest force on an atom is 2.460 eV/Å.

---

Entry from the Open Molecules 2025 dataset: one molecule with the formula C4H7NO2 (wB97M-V/def2-TZVPD).

Last columns: bonded neighbours and bond lengths (Å).
Geometry (Å):
1 C 1.1451 -1.3048 0.0655  C2 1.506, H8 1.093, H9 1.092, H10 1.095
2 C 0.2971 -0.0761 -0.1357  C1 1.506, C3 1.464, O4 1.424, C5 1.516
3 C 0.8615 1.1978 -0.5858  C2 1.464, O4 1.425, H11 1.089, H12 1.090
4 O 0.1275 0.3654 -1.4789  C2 1.424, C3 1.425
5 C -0.9040 0.0563 0.7791  C2 1.516, O6 1.219, N7 1.354
6 O -0.7696 -0.0706 1.9839  C5 1.219
7 N -2.0716 0.3776 0.1733  C5 1.354, H13 1.009, H14 1.007
8 H 2.1542 -1.1560 -0.3286  C1 1.093
9 H 1.2022 -1.5376 1.1311  C1 1.092
10 H 0.6975 -2.1571 -0.4565  C1 1.095
11 H 0.3651 2.1289 -0.3148  C3 1.089
12 H 1.9351 1.2656 -0.7587  C3 1.090
13 H -2.8807 0.5308 0.7557  N7 1.009
14 H -2.1595 0.3797 -0.8297  N7 1.007

As for the molecular weight: 101.10 g/mol. As for the SMILES: C[C@@]1(C(N)=O)CO1. The value obtained for the relative energy (zero: lowest compared OMol25 entry of this formula, charge and spin) is 26.6 kcal/mol. The charge is 0. The spin multiplicity is 1. The value obtained for the largest force on an atom is 0.354 eV/Å.

---

Entry from the Open Molecules 2025 dataset: one molecule with the formula C4H7NO2 (wB97M-V/def2-TZVPD).

Last columns: bonded neighbours and bond lengths (Å).
Geometry (Å):
1 C -1.4928 -1.2031 -0.4070  C2 1.453, H8 1.094, H9 1.088, H10 1.095
2 C -0.5586 -0.1284 -0.1180  C1 1.453, N3 1.406, C5 1.291
3 N -0.5548 0.8217 0.9185  C2 1.406, O4 1.455, C5 1.517
4 O -1.6122 1.7750 0.6201  N3 1.455, H11 0.967
5 C 0.4843 0.6309 -0.1707  C2 1.291, N3 1.517, C6 1.493
6 C 1.9638 0.4977 -0.0235  C5 1.493, O7 1.415, H13 1.098, H14 1.094
7 O 2.2848 -0.8585 -0.2703  C6 1.415, H12 0.968
8 H -2.3829 -0.7644 -0.8678  C1 1.094
9 H -1.0590 -1.9668 -1.0498  C1 1.088
10 H -1.7853 -1.6207 0.5616  C1 1.095
11 H -1.9060 2.0178 1.5085  O4 0.967
12 H 1.8692 -1.0709 -1.1179  O7 0.968
13 H 2.6039 1.1618 -0.6184  C6 1.098
14 H 2.1457 0.7080 1.0346  C6 1.094

As for the molecular weight: 101.10 g/mol. As for the SMILES: CC1=C(CO)N1O. The value obtained for the relative energy (zero: lowest compared OMol25 entry of this formula, charge and spin) is 131.9 kcal/mol. The charge is 0. The spin multiplicity is 1. The value obtained for the largest force on an atom is 0.858 eV/Å.

---

Entry from the Open Molecules 2025 dataset: one molecule with the formula C4H7NO2 (wB97M-V/def2-TZVPD).

Last columns: bonded neighbours and bond lengths (Å).
Geometry (Å):
1 O -0.7918 -0.5160 1.4313  C2 1.416, H8 0.967
2 C -0.9678 -0.0087 0.1207  O1 1.416, C3 1.530, C7 1.516, H9 1.095
3 C -0.2480 1.3405 0.0702  C2 1.530, O4 1.436, H10 1.104, H11 1.092
4 O 1.1035 1.1193 0.5023  C3 1.436, C5 1.345
5 C 1.6239 -0.0758 0.1694  O4 1.345, N6 1.271, H12 1.090
6 N 1.1280 -1.0081 -0.5383  C5 1.271, C7 1.462
7 C -0.2900 -0.9181 -0.8848  C2 1.516, N6 1.462, H13 1.098, H14 1.099
8 H -0.0935 -1.1855 1.4222  O1 0.967
9 H -2.0486 0.0827 -0.0260  C2 1.095
10 H -0.2287 1.8116 -0.9277  C3 1.104
11 H -0.6705 2.0327 0.8017  C3 1.092
12 H 2.6193 -0.1984 0.5960  C5 1.090
13 H -0.4413 -0.5380 -1.9039  C7 1.098
14 H -0.6947 -1.9382 -0.8331  C7 1.099

As for the molecular weight: 101.10 g/mol. As for the SMILES: O[C@@H]1CN=COC1. The value obtained for the relative energy (zero: lowest compared OMol25 entry of this formula, charge and spin) is 36.8 kcal/mol. The charge is 0. The spin multiplicity is 1. The value obtained for the largest force on an atom is 0.647 eV/Å.

---

Entry from the Open Molecules 2025 dataset: one molecule with the formula C4H7NO2 (wB97M-V/def2-TZVPD).

Last columns: bonded neighbours and bond lengths (Å).
Geometry (Å):
1 O -0.7794 0.7056 1.5427  C2 1.414, H8 0.967
2 C 0.0848 -0.0105 0.6831  O1 1.414, C3 1.539, C6 1.515, H9 1.092
3 C -0.4162 -1.4295 0.3593  C2 1.539, N4 1.473, H10 1.093, H11 1.097
4 N -0.2900 -1.5467 -1.1041  C3 1.473, O7 1.449, H12 1.017
5 C 0.7707 1.7569 -1.0276  C6 1.328, H13 1.084, H14 1.083
6 C 0.2001 0.6049 -0.6965  C2 1.515, C5 1.328, O7 1.363
7 O -0.4399 -0.1925 -1.5985  N4 1.449, C6 1.363
8 H -1.5474 0.9835 1.0249  O1 0.967
9 H 1.0501 -0.0239 1.1928  C2 1.092
10 H 0.2007 -2.2045 0.8209  C3 1.093
11 H -1.4465 -1.5254 0.7248  C3 1.097
12 H -1.1226 -1.9896 -1.4853  N4 1.017
13 H 0.8011 2.0999 -2.0556  C5 1.084
14 H 1.2116 2.3762 -0.2556  C5 1.083

As for the molecular weight: 101.10 g/mol. As for the SMILES: C=C1ONC[C@@H]1O. The value obtained for the relative energy (zero: lowest compared OMol25 entry of this formula, charge and spin) is 77.7 kcal/mol. The charge is 0. The spin multiplicity is 1. The value obtained for the largest force on an atom is 0.315 eV/Å.

---

Entry from the Open Molecules 2025 dataset: one molecule with the formula C4H7NO2 in a non-equilibrium geometry (wB97M-V/def2-TZVPD).

Last columns: bonded neighbours and bond lengths (Å).
Geometry (Å):
1 C -2.9059 -0.2115 -0.4759  C4 1.438, N5 1.165
2 C 0.1903 -1.0242 -1.2096  C3 1.525, H8 1.233, H9 1.098, H10 1.036
3 C 0.3464 -0.6705 0.2653  C2 1.525, O7 1.419, H11 1.163, H12 1.060
4 C -1.9779 0.6714 0.1779  C1 1.438, O6 1.356, O7 1.743, H13 1.163
5 N -3.6575 -0.9208 -1.0138  C1 1.165
6 O -2.4883 1.5502 1.0760  C4 1.356, H14 1.021
7 O -0.8181 -0.3347 1.0038  C3 1.419, C4 1.743
8 H -0.4992 -2.0463 -1.2136  C2 1.233
9 H -0.2565 -0.1597 -1.7189  C2 1.098
10 H 1.0698 -1.3937 -1.6127  C2 1.036
11 H 1.0698 0.2382 0.2028  C3 1.163
12 H 0.7494 -1.4857 0.8109  C3 1.060
13 H -1.4522 1.2873 -0.6573  C4 1.163
14 H -2.4170 1.1109 1.9950  O6 1.021

As for the molecular weight: 101.10 g/mol. As for the SMILES: CCO[C@H](O)C#N. The value obtained for the relative energy (zero: lowest compared OMol25 entry of this formula, charge and spin) is 85.3 kcal/mol. The charge is 0. The spin multiplicity is 1. The value obtained for the largest force on an atom is 5.236 eV/Å.

---

Entry from the Open Molecules 2025 dataset: a 2-piece molecular cluster, C4H7NO2 overall (wB97M-V/def2-TZVPD).

Last columns: bonded neighbours and bond lengths (Å).
Geometry (Å):
1 N 1.8385 0.7667 1.2225  C2 1.348, H8 1.008, H9 1.005
2 C 0.7385 0.0847 0.8454  N1 1.348, O3 1.282, C4 1.412
3 O -0.3855 0.6983 0.9014  C2 1.282
4 C 0.7453 -1.2209 0.3082  C2 1.412, H10 1.087, H11 1.090
5 C -1.1357 -0.3627 -0.5198  C6 1.456, O7 1.352, H12 1.082
6 C -1.6676 0.7054 -1.3540  C5 1.456, O7 1.452, H13 1.087, H14 1.089
7 O -0.8630 -0.3999 -1.8439  C5 1.352, C6 1.452
8 H 1.7694 1.7559 1.4024  N1 1.008
9 H 2.7283 0.3096 1.3236  N1 1.005
10 H 0.1287 -1.9353 0.8475  C4 1.087
11 H 1.6839 -1.6360 -0.0590  C4 1.090
12 H -1.7184 -1.1334 -0.0326  C5 1.082
13 H -1.1609 1.6668 -1.3445  C6 1.087
14 H -2.7016 0.7008 -1.6972  C6 1.089

As for the molecular weight: 101.10 g/mol. The value obtained for the relative energy (zero: lowest compared OMol25 entry of this formula, charge and spin) is 128.6 kcal/mol. The charge is 0. The spin multiplicity is 1. The value obtained for the largest force on an atom is 0.374 eV/Å.

---

Entry from the Open Molecules 2025 dataset: one molecule with the formula C4H7NO2 (wB97M-V/def2-TZVPD).

Last columns: bonded neighbours and bond lengths (Å).
Geometry (Å):
1 N -2.0664 -0.5423 0.1161  C2 1.365, H8 1.008, H9 1.007
2 C -1.1252 -0.8110 -0.8350  N1 1.365, O3 1.216, C4 1.520
3 O -1.2150 -1.7533 -1.5988  C2 1.216
4 C 0.0249 0.1812 -0.8812  C2 1.520, C5 1.516, H10 1.101, H11 1.092
5 C 0.5718 0.5975 0.4698  C4 1.516, C6 1.459, O7 1.413, H12 1.085
6 C 1.9435 0.2972 0.8663  C5 1.459, O7 1.421, H13 1.085, H14 1.090
7 O 1.5755 1.5896 0.4045  C5 1.413, C6 1.421
8 H -2.8769 -1.1387 0.1686  N1 1.008
9 H -2.0131 0.2666 0.7130  N1 1.007
10 H -0.3113 1.0579 -1.4556  C4 1.101
11 H 0.8315 -0.2690 -1.4642  C4 1.092
12 H -0.0590 0.5920 1.3523  C5 1.085
13 H 2.5195 -0.3545 0.2181  C6 1.085
14 H 2.2001 0.2868 1.9260  C6 1.090

As for the molecular weight: 101.10 g/mol. As for the SMILES: NC(=O)C[C@H]1CO1. The value obtained for the relative energy (zero: lowest compared OMol25 entry of this formula, charge and spin) is 36.9 kcal/mol. The charge is 0. The spin multiplicity is 1. The value obtained for the largest force on an atom is 0.878 eV/Å.

---

Entry from the Open Molecules 2025 dataset: one molecule with the formula C4H7NO2 (wB97M-V/def2-TZVPD).

Last columns: bonded neighbours and bond lengths (Å).
Geometry (Å):
1 C 0.9186 -1.2840 0.0125  C2 1.507, H8 1.095, H9 1.095, H10 1.095
2 C 0.3177 0.0909 -0.1318  C1 1.507, C3 1.456, O4 1.428, C5 1.521
3 C 1.1426 1.2427 -0.4677  C2 1.456, O4 1.427, H11 1.085, H12 1.086
4 O 0.3149 0.6291 -1.4547  C2 1.428, C3 1.427
5 C -0.9306 0.3867 0.6860  C2 1.521, O6 1.218, N7 1.363
6 O -0.8740 1.0660 1.6952  C5 1.218
7 N -2.0823 -0.1925 0.2420  C5 1.363, H13 1.011, H14 1.009
8 H 1.8661 -1.3227 -0.5342  C1 1.095
9 H 1.1012 -1.5044 1.0693  C1 1.095
10 H 0.2439 -2.0446 -0.3945  C1 1.095
11 H 0.8490 2.2340 -0.1374  C3 1.085
12 H 2.2152 1.1267 -0.5956  C3 1.086
13 H -2.9266 0.0897 0.7210  N7 1.011
14 H -2.1555 -0.5176 -0.7100  N7 1.009

As for the molecular weight: 101.10 g/mol. As for the SMILES: C[C@@]1(C(N)=O)CO1. The value obtained for the relative energy (zero: lowest compared OMol25 entry of this formula, charge and spin) is 30.4 kcal/mol. The charge is 0. The spin multiplicity is 1. The value obtained for the largest force on an atom is 0.467 eV/Å.

---

Entry from the Open Molecules 2025 dataset: one molecule with the formula C4H7NO2 (wB97M-V/def2-TZVPD).

Last columns: bonded neighbours and bond lengths (Å).
Geometry (Å):
1 O -0.4264 2.1789 0.2979  C2 1.399, H8 0.971
2 C -0.6354 0.7959 0.3156  O1 1.399, C3 1.527, C6 1.524, H9 1.105
3 C -0.6182 0.1587 -1.0724  C2 1.527, N4 1.471, H10 1.095, H11 1.100
4 N -0.2271 -1.2367 -0.8184  C3 1.471, C5 1.464, H12 1.022
5 C 0.7030 -1.2652 0.3121  N4 1.464, C6 1.518, H13 1.105, H14 1.100
6 C 0.4997 0.0629 1.0195  C2 1.524, C5 1.518, O7 1.210
7 O 1.1549 0.5358 1.9204  C6 1.210
8 H 0.0802 2.3800 1.1017  O1 0.971
9 H -1.5704 0.5276 0.8396  C2 1.105
10 H -1.5894 0.1977 -1.5766  C3 1.095
11 H 0.1065 0.7131 -1.6868  C3 1.100
12 H 0.2446 -1.6252 -1.6377  N4 1.022
13 H 1.7604 -1.3126 -0.0049  C5 1.105
14 H 0.5175 -2.1110 0.9898  C5 1.100

As for the molecular weight: 101.10 g/mol. As for the SMILES: O=C1CNC[C@@H]1O. The value obtained for the relative energy (zero: lowest compared OMol25 entry of this formula, charge and spin) is 29.9 kcal/mol. The charge is 0. The spin multiplicity is 1. The value obtained for the largest force on an atom is 0.694 eV/Å.

---

Entry from the Open Molecules 2025 dataset: one molecule with the formula C4H7NO2 (wB97M-V/def2-TZVPD).

Last columns: bonded neighbours and bond lengths (Å).
Geometry (Å):
1 C 1.2101 -1.2655 0.1215  C2 1.502, H8 1.093, H9 1.094, H10 1.092
2 C 0.6192 0.0939 -0.1222  C1 1.502, C3 1.457, O4 1.398, O6 1.405
3 C 1.3865 1.3050 -0.3834  C2 1.457, O4 1.431, H11 1.089, H12 1.089
4 O 0.7053 0.5967 -1.4237  C2 1.398, C3 1.431
5 C -1.6041 -0.4705 -0.0028  O6 1.357, N7 1.328
6 O -0.6265 0.3363 0.4810  C2 1.405, C5 1.357
7 N -2.7515 0.0738 0.3849  C5 1.328, H13 1.018, H14 1.007
8 H 2.2311 -1.2990 -0.2674  C1 1.093
9 H 1.2219 -1.4971 1.1904  C1 1.094
10 H 0.6022 -2.0148 -0.3909  C1 1.092
11 H 0.9452 2.2633 -0.1136  C3 1.089
12 H 2.4731 1.2701 -0.4413  C3 1.089
13 H -2.7991 0.9655 0.8729  N7 1.018
14 H -3.6136 -0.3575 0.0948  N7 1.007

As for the molecular weight: 101.10 g/mol. The value obtained for the relative energy (zero: lowest compared OMol25 entry of this formula, charge and spin) is 73.8 kcal/mol. The charge is 0. The spin multiplicity is 1. The value obtained for the largest force on an atom is 0.611 eV/Å.

---

Entry from the Open Molecules 2025 dataset: one molecule with the formula C4H7NO2 in a non-equilibrium geometry (wB97M-V/def2-TZVPD).

Last columns: bonded neighbours and bond lengths (Å).
Geometry (Å):
1 C 0.6397 -1.8076 0.8881  N2 1.365, O7 1.205, H8 1.104
2 N 0.8421 -0.5042 0.5387  C1 1.365, C4 1.479, H9 1.014
3 C -1.4623 0.2613 -0.2292  C4 1.521, H10 1.086, H11 1.088, H12 1.094
4 C 0.0345 0.1879 -0.4885  N2 1.479, C3 1.521, C5 1.539, H13 1.091
5 C 0.6098 1.6151 -0.5208  C4 1.539, O6 1.203, H14 1.104
6 O 1.7925 1.8330 -0.4999  C5 1.203
7 O -0.4229 -2.3750 0.8851  C1 1.205
8 H 1.5735 -2.3345 1.1518  C1 1.104
9 H 1.6246 0.0716 0.8290  N2 1.014
10 H -1.7276 1.0484 0.4710  C3 1.086
11 H -1.7781 -0.7314 0.0836  C3 1.088
12 H -1.9970 0.4266 -1.1688  C3 1.094
13 H 0.3347 -0.1806 -1.4700  C4 1.091
14 H -0.0633 2.4892 -0.4701  C5 1.104

As for the molecular weight: 101.10 g/mol. As for the SMILES: C[C@@H](C=O)NC=O. The value obtained for the relative energy (zero: lowest compared OMol25 entry of this formula, charge and spin) is 32.2 kcal/mol. The charge is 0. The spin multiplicity is 1. The value obtained for the largest force on an atom is 1.561 eV/Å.